82
Properties=species:S:1:pos:R:3 method="wB97M-V/def2-TZVPD" homo_ev=-4.7 charge=-1 homo_lumo_gap_ev=7.0 lumo_energy_ha=0.0843 relative_energy_ev=0.0000
Bi 0.46 -0.55 -0.30
C 2.03 -2.21 -4.54
Si 1.77 -0.78 -3.35
C 3.19 -0.81 -2.14
C 1.77 0.84 -4.29
N 0.32 -0.95 -2.40
C -0.98 -0.76 -2.88
C -1.32 -0.92 -4.22
C -2.62 -0.73 -4.68
C -3.61 -0.37 -3.78
C -3.29 -0.21 -2.43
C -1.99 -0.40 -1.96
N -1.64 -0.27 -0.62
Si -2.62 0.42 0.64
C -1.53 0.49 2.16
C -4.11 -0.64 1.06
C -3.17 2.16 0.21
H 3.02 -2.11 -5.02
H 1.29 -2.25 -5.34
H 2.01 -3.16 -4.01
H 4.14 -0.77 -2.69
H 3.21 -1.72 -1.53
H 3.19 0.05 -1.46
H 2.71 0.98 -4.83
H 1.65 1.66 -3.57
H 0.96 0.90 -5.01
H -0.55 -1.22 -4.93
H -2.85 -0.86 -5.73
H -4.62 -0.21 -4.11
H -4.07 0.07 -1.74
H -1.19 -0.50 2.45
H -2.09 0.90 3.01
H -0.66 1.14 2.01
H -3.77 -1.63 1.40
H -4.78 -0.79 0.22
H -4.68 -0.18 1.87
H -2.28 2.76 -0.04
H -3.69 2.63 1.05
H -3.83 2.19 -0.66
C 0.80 -4.39 -1.03
C -0.23 -3.87 -0.03
C -0.41 -4.89 1.10
C -1.57 -3.67 -0.74
O 0.24 -2.66 0.52
H 0.50 -5.34 -1.47
H 1.76 -4.53 -0.53
H 0.93 -3.66 -1.83
H -0.73 -5.86 0.71
H -1.16 -4.53 1.80
H 0.54 -5.02 1.63
H -1.97 -4.62 -1.10
H -1.46 -3.00 -1.60
H -2.30 -3.22 -0.05
N 0.51 -2.71 3.31
C 0.91 -1.72 4.14
O 0.63 -1.68 5.33
C 1.71 -0.62 3.51
C 1.61 0.67 4.02
C 2.32 1.69 3.40
C 3.11 1.37 2.30
N 3.26 0.13 1.83
C 2.55 -0.83 2.43
H -0.08 -3.41 3.73
H 0.47 -2.62 2.28
H 0.97 0.85 4.87
H 2.24 2.71 3.73
H 3.66 2.14 1.78
H 2.66 -1.83 2.02
N 1.09 8.36 4.30
C 1.04 7.45 3.60
C 0.97 6.32 2.71
C 1.96 6.11 1.76
C 1.90 5.03 0.91
C 0.84 4.11 1.00
C -0.15 4.33 1.96
C -0.09 5.42 2.81
C 0.79 2.96 0.15
C 0.76 1.97 -0.58
H 2.79 6.82 1.69
H 2.67 4.86 0.17
H -0.97 3.63 2.03
H -0.86 5.57 3.55